Model 1:
Computed, not measured: 2 unconnected molecules or ions with the total composition C7H14N2, with wB97M-V/def2-TZVPD.

XYZ file:
```
23
C7H14N2 wB97M-V/def2-TZVPD
C -2.0606 0.4909 -1.6786
C -3.4345 1.1732 -1.4551
H -1.2179 0.9678 -1.2266
H -2.1351 -0.5511 -1.2729
H -1.7903 0.3980 -2.7371
H -3.8860 1.4242 -0.4710
H -3.4092 2.1026 -1.9934
H -4.2117 0.5847 -1.9792
C 0.4161 0.3393 1.3554
C 0.9803 0.7670 2.6422
C 1.2982 -0.5096 0.5830
C 2.0435 -0.3401 -0.6181
C 2.3233 -2.4965 0.1689
N 1.4737 -1.8676 1.0111
N 2.6727 -1.6139 -0.9462
H -0.5622 -0.0090 1.4294
H 0.1440 1.3227 0.8784
H 2.0818 1.1389 2.7178
H 1.9987 0.4479 -1.2726
H 2.8927 -3.3796 0.2779
H 3.1302 -1.7980 -1.8630
H 0.9952 -0.0406 3.2661
H 0.2571 1.4488 3.1837
```

Calculated values
gap between HOMO and LUMO = 9.43 eV
charge = 0
LUMO energy = 0.91 eV

Model 2:
Computed, not measured: 3 unconnected molecules or ions with the total composition C7H14N2, with wB97M-V/def2-TZVPD.

XYZ file:
```
23
C7H14N2 wB97M-V/def2-TZVPD
C 0.3558 0.5766 -0.9118
C 0.5133 1.9385 1.6857
C -0.7018 0.3339 -1.9509
C -0.5285 1.4907 0.9753
C -1.8395 1.3561 0.8697
H 1.3062 0.0905 -1.1209
H 0.6295 1.6282 -0.8475
H 0.4678 1.9553 2.7692
H 1.1601 -0.0803 2.0318
H 1.3900 2.3671 1.2172
H -1.5475 1.0088 -1.8125
H -1.0774 -0.6925 -1.9329
H -0.3033 0.5069 -2.9570
H -2.3081 0.5119 0.3821
H -2.4938 2.1456 1.2227
C 0.5777 -2.2102 -0.4195
C 0.3300 -1.2037 0.5894
N -0.3836 -2.7798 -1.0399
N 1.2970 -0.9608 1.5232
H -0.0409 -3.4209 -1.7543
H 2.2490 -1.0412 1.1842
H 1.6369 -2.4080 -0.6363
H -0.6889 -1.1130 0.9330
```

Calculated values
gap between HOMO and LUMO (alpha / beta) = 7.25 / 7.26 eV
charge = 0
LUMO energy (alpha / beta) = 0.07 / 0.07 eV

It turns out model 1 is the most stable, with the second structure 0.1537 hartree higher.

Model 1:
Computed, not measured: a single C7H14N2 molecule, with wB97M-V/def2-TZVPD.

XYZ file:
```
23
C7H14N2 wB97M-V/def2-TZVPD
C -1.9574 -1.1867 -0.4429
C 1.2594 -0.3872 1.5367
C -1.0636 -0.5985 0.6216
C 0.3757 -0.4398 0.2941
N 0.9253 -1.3895 -0.6385
N -1.5098 0.0717 1.6303
H 1.2001 -2.2489 -0.1809
H 0.3229 -1.5908 -1.4242
H -2.5200 0.0151 1.7457
H -0.9634 1.6959 1.0108
H -1.7511 -2.2497 -0.5772
H -3.0044 -1.0744 -0.1688
H 2.2741 -0.1098 1.2558
H 0.8761 0.3379 2.2457
H 1.2781 -1.3645 2.0218
H -1.8038 -0.6858 -1.3993
C 1.3288 1.2013 -1.5950
C 0.4687 1.1541 -0.3852
C -0.1977 2.0980 0.2161
H 0.8762 0.6513 -2.4203
H 2.2863 0.7232 -1.3970
H 1.4872 2.2346 -1.9008
H -0.1876 3.1425 -0.0486
```

Calculated values
gap between HOMO and LUMO = 9.65 eV
charge = 0
LUMO energy = 0.85 eV

Model 2:
Computed, not measured: a molecular structure, C7H14N2, with wB97M-V/def2-TZVPD.

XYZ file:
```
23
C7H14N2 wB97M-V/def2-TZVPD
C 3.5963 -0.4367 0.6704
C 2.5383 -0.0540 -0.3492
C 1.9269 1.3103 -0.0888
C 0.2020 -0.4097 -0.5128
C -2.3880 -0.0285 -0.2626
C -2.5673 1.5469 0.1756
C -3.4933 -1.0800 0.4049
H 3.3662 -1.5166 0.6807
H 4.6038 -0.1390 0.4871
H 3.2728 0.2334 1.6412
H 3.1786 -0.1489 -1.0979
H 0.9339 1.0486 -0.8272
H 2.3734 2.5583 -0.3542
H 1.4422 1.3304 0.9634
H -2.8143 -0.2013 -1.4346
H -1.7829 1.7514 1.5368
H -1.7852 2.1748 -0.8317
H -3.9289 1.6979 0.4155
H -3.5705 -1.0965 1.4687
H -4.5538 -0.7260 0.0800
H -3.1330 -2.0344 -0.2174
N 1.4382 -1.0234 -0.3036
N -0.9371 -0.4082 -0.0873
```

Calculated values
gap between HOMO and LUMO = 8.49 eV
charge = 0
LUMO energy = 0.07 eV

Model 3:
Computed, not measured: 2 unconnected molecules or ions with the total composition C7H14N2, with wB97M-V/def2-TZVPD.

XYZ file:
```
23
C7H14N2 wB97M-V/def2-TZVPD
C 1.8030 2.5253 -1.7973
C 2.8173 2.4876 -0.6647
H 2.3221 2.8148 -2.7183
H 1.4141 1.5340 -1.9960
H 0.9202 3.0895 -1.4841
H 2.5300 2.1080 0.3096
H 3.6166 1.8796 -1.1264
H 3.1471 3.5188 -0.4578
C -1.8046 -2.1307 -0.1286
C -2.7190 -1.5797 -1.2248
C -0.8467 -1.1307 0.4461
C -1.0477 0.2020 0.7757
C 0.9414 -0.5124 1.4035
N 0.4336 -1.5076 0.7288
N 0.1453 0.5889 1.3812
H -2.4760 -2.5543 0.6157
H -1.1578 -2.9871 -0.3876
H -3.7657 -1.8901 -1.2672
H -1.8135 0.9349 0.6270
H 1.8523 -0.6065 1.9975
H 0.2481 1.4077 1.9550
H -2.2046 -1.6011 -2.1922
H -2.8120 -0.4893 -1.1365
```

Calculated values
gap between HOMO and LUMO = 9.31 eV
charge = 0
LUMO energy = 0.83 eV

Model 4:
Computed, not measured: 2 unconnected molecules or ions with the total composition C7H14N2, with wB97M-V/def2-TZVPD.

XYZ file:
```
23
C7H14N2 wB97M-V/def2-TZVPD
C 0.9473 1.0736 -2.2097
C 1.4956 -1.0221 -0.8561
C 0.4588 -0.1678 -1.5210
N -0.7199 -0.6643 -1.7023
H -1.3373 -0.0567 -2.2375
H 0.1196 1.7380 -2.4579
H 1.6578 1.6154 -1.5892
H 2.1328 -0.4200 -0.2108
H 1.0277 -1.8064 -0.2661
H 1.4552 0.7898 -3.1355
H 2.1237 -1.4834 -1.6229
C -0.3598 -0.2488 2.7740
C -1.8146 -0.8882 0.7715
C -0.7940 -0.0130 1.3386
N 0.5487 1.9595 0.5100
C -0.1433 0.9646 0.7269
H 0.1253 2.8684 0.7009
H -0.7747 0.5188 3.4280
H -0.7209 -1.2171 3.1197
H -2.7996 -0.4250 0.7326
H -1.4887 -1.0056 -0.4285
H 0.7232 -0.2425 2.8919
H -1.8630 -1.8674 1.2434
```

Calculated values
gap between HOMO and LUMO = 8.74 eV
charge = 0
LUMO energy = 0.94 eV

It turns out model 3 is the most stable, with the second structure 0.0318 hartree higher.

Model 1:
Computed, not measured: 2 unconnected molecules or ions with the total composition C7H14N2, with wB97M-V/def2-TZVPD.

XYZ file:
```
23
C7H14N2 wB97M-V/def2-TZVPD
C 1.4024 1.5558 -1.5642
C 0.6613 1.7707 1.8837
C 1.3623 1.3445 -0.1011
C 1.1021 0.1087 0.5295
N 0.9683 2.3631 0.7281
N 0.5839 0.4350 1.8016
H 0.6411 2.3207 2.7886
H 0.4279 -0.1527 2.5833
H 0.9155 -0.7431 -0.0656
H 2.2421 2.2203 -1.9343
H 0.3593 1.9558 -1.6735
H 1.4955 0.5974 -2.0621
C -1.4689 -2.3547 -1.3893
C -1.9017 -3.0650 -0.0721
C -1.6427 -0.8520 -1.1338
H -0.4346 -2.6007 -1.6480
H -2.2305 -2.5913 -2.2020
H -1.5744 -4.1424 -0.1079
H -2.1471 -0.8144 -0.1429
H -2.9714 -3.0092 0.1119
H -1.5702 -2.5612 0.8464
H -0.7382 -0.2277 -1.1951
H -2.2569 -0.4962 -1.9529
```

Calculated values
gap between HOMO and LUMO = 9.27 eV
charge = 0
LUMO energy = 0.86 eV

Model 2:
Computed, not measured: 2 unconnected molecules or ions with the total composition C7H14N2, with wB97M-V/def2-TZVPD.

XYZ file:
```
23
C7H14N2 wB97M-V/def2-TZVPD
C -2.6188 0.7611 -0.1934
C -1.3917 -1.3319 -3.0284
C -1.9186 0.0955 -1.3861
C -0.9764 0.7378 -2.3308
N -2.0599 -1.2045 -1.9015
N -0.6535 -0.2564 -3.4164
H -1.4344 -2.2775 -3.4506
H -0.3752 -0.1147 -4.3710
H -0.6589 1.7030 -2.2678
H -3.2784 1.6080 -0.4862
H -1.9298 1.2597 0.4572
H -3.1786 -0.0478 0.3773
C 2.0370 -0.0949 2.6739
C 1.5460 1.2392 1.8262
C 1.9255 -1.3072 1.6700
H 3.0268 0.1073 2.9903
H 1.3832 -0.3024 3.4679
H 2.2379 1.9734 2.2961
H 2.3053 -2.1622 2.1816
H 0.4856 1.3894 1.8931
H 2.0170 1.1184 0.8110
H 0.9965 -1.7290 1.3494
H 2.5136 -1.1644 0.8383
```

Calculated values
gap between HOMO and LUMO = 9.38 eV
charge = 0
LUMO energy = 0.99 eV

It turns out model 1 is the most stable, with the second structure 0.0292 hartree higher.

Model 1:
Computed, not measured: a single C4H7N3O molecule, with wB97M-V/def2-TZVPD.

XYZ file:
```
15
C4H7N3O wB97M-V/def2-TZVPD
C -0.4944 0.5429 0.3293
C 0.7509 1.2103 0.8537
C 0.5263 1.2608 -0.6107
C -0.1090 -0.9566 0.1573
H -2.1065 -0.1365 0.9861
H 1.5822 0.5884 1.2575
H 0.6695 2.1732 1.2890
H 0.3498 2.1545 -1.1826
H 0.5409 0.2354 -2.3737
H 1.7187 -1.5215 -0.4942
H -0.5880 -2.6973 0.3743
N 1.0556 0.1879 -1.4594
N 0.8371 -1.0911 -0.8539
N -0.7428 -1.8390 0.8829
O -1.7824 0.7568 0.7224
```

Calculated values
gap between HOMO and LUMO = 9.63 eV
charge = 0
LUMO energy = 0.94 eV

Model 2:
Computed, not measured: a single C4H7N3O molecule, with wB97M-V/def2-TZVPD.

XYZ file:
```
15
C4H7N3O wB97M-V/def2-TZVPD
C 1.3126 -1.1776 -0.1589
C -1.1380 -1.0396 -0.0488
C -2.3383 -0.5660 0.3596
C -0.2279 2.0398 -0.1345
H 2.4020 0.9806 -0.0350
H 1.2676 -2.2271 -0.5239
H -0.8162 -2.2360 -0.2020
H -3.1084 -1.3147 0.1404
H -2.5881 0.4900 0.6945
H 0.0863 3.1177 0.0535
H -1.2614 1.8571 -0.3651
N 2.5407 -0.9225 0.0856
N 0.1709 -0.3044 -0.1367
N 0.5031 1.0478 -0.0313
O 3.1951 0.2548 0.3024
```

Calculated values
gap between HOMO and LUMO = 8.98 eV
charge = 0
LUMO energy = 0.75 eV

It turns out model 1 is the most stable, with the second structure 0.1243 hartree higher.

Model 1:
Computed, not measured: a single C4H7N3O molecule, with wB97M-V/def2-TZVPD.

XYZ file:
```
15
C4H7N3O wB97M-V/def2-TZVPD
C 0.2246 0.0341 -0.3664
C -0.7365 -1.1614 -0.5099
C -1.6246 -1.4694 0.4697
C 1.7907 -0.2704 -0.1457
H -2.1253 0.8141 -0.2588
H -1.8728 2.4042 0.0489
H -0.6261 -1.8530 -1.3254
H -2.2900 -2.3118 0.5551
H -1.6737 -0.8703 1.3422
H 2.0983 1.7399 0.1395
H 3.5860 0.7682 0.2480
N -1.3484 1.5412 -0.2310
N -0.1185 1.2244 -0.0661
N 2.5379 0.8009 0.2650
O 2.1783 -1.3907 -0.1651
```

Calculated values
gap between HOMO and LUMO = 9.45 eV
charge = 0
LUMO energy = 0.77 eV

Model 2:
Computed, not measured: a single C4H7N3O molecule, with wB97M-V/def2-TZVPD.

XYZ file:
```
15
C4H7N3O wB97M-V/def2-TZVPD
C -2.3914 0.2242 -0.3944
C -0.0707 0.0742 0.0528
C 0.3411 0.0021 -1.2547
C 1.7748 -0.1098 -1.0865
H -2.0737 0.9009 -1.1945
H -3.2331 0.5871 0.1970
H -2.6224 -0.7181 -0.9281
H -0.2345 -0.1416 -2.1395
H 2.5178 -0.1473 -1.9244
H 2.1341 0.1927 2.4368
H 0.9289 -0.8784 2.5785
N 2.1464 -0.2499 0.1300
N 1.0317 0.1526 0.7946
N 1.0888 0.0821 2.1538
O -1.3378 0.0293 0.5788
```

Calculated values
gap between HOMO and LUMO = 9.74 eV
charge = 0
LUMO energy = 0.95 eV

It turns out model 1 is the most stable, with the second structure 0.0267 hartree higher.

Model 1:
Computed, not measured: a single C4H5BrN2 molecule, with wB97M-V/def2-TZVPD.

XYZ file:
```
12
C4H5BrN2 wB97M-V/def2-TZVPD
C 0.3927 -1.1591 2.1401
C 0.9959 -0.0901 1.6544
C -0.7405 -1.0624 -0.1294
C -0.2124 1.0007 -1.5480
N 0.7376 0.6707 0.5605
N -0.1905 0.0892 -0.2855
Br -1.7762 -1.9777 -1.4041
H -0.4642 -1.4968 2.5615
H 2.0134 0.2311 1.8625
H -1.1269 1.6741 -1.5817
H 0.6202 1.7312 -1.4543
H -0.2490 0.3890 -2.3760
```

Calculated values
gap between HOMO and LUMO (alpha / beta) = 7.32 / 7.09 eV
charge = 0
LUMO energy (alpha / beta) = -0.81 / -1.11 eV

Model 2:
Computed, not measured: 2 unconnected molecules or ions with the total composition C4H5BrN2, with wB97M-V/def2-TZVPD.

XYZ file:
```
12
C4H5BrN2 wB97M-V/def2-TZVPD
C -0.3842 -1.6817 0.0071
C -1.2537 0.9238 -0.0572
C 1.4590 -0.0571 0.0922
C 0.2012 -0.5902 0.6775
N -0.9322 -2.5686 -0.5314
N -0.5034 1.6221 -0.7511
Br -2.9643 0.4791 0.2816
H 2.0259 -0.7040 -0.4592
H 2.1973 0.2113 0.9430
H 1.1118 0.7459 -0.4614
H -0.1806 -0.6605 1.7258
H -0.7768 2.2799 -1.4668
```

Calculated values
gap between HOMO and LUMO = 8.71 eV
charge = 0
LUMO energy = -0.18 eV

It turns out model 2 is the most stable, with the second structure 0.1295 hartree higher.